{"formula": "C75H160N8O9", "method": "the ωB97M-V functional and the def2-TZVPD basis", "species": ["C", "C", "C", "C", "C", "C", "N", "O", "C", "C", "C", "H", "H", "H", "H", "H", "H", "H", "H", "H", "H", "H", "H", "H", "H", "H", "H", "H", "H", "H", "C", "C", "C", "C", "C", "C", "N", "O", "C", "C", "C", "H", "H", "H", "H", "H", "H", "H", "H", "H", "H", "H", "H", "H", "H", "H", "H", "H", "H", "H", "C", "C", "C", "C", "C", "C", "N", "O", "C", "C", "C", "H", "H", "H", "H", "H", "H", "H", "H", "H", "H", "H", "H", "H", "H", "H", "H", "H", "H", "H", "C", "C", "C", "C", "C", "C", "N", "O", "C", "C", "C", "H", "H", "H", "H", "H", "H", "H", "H", "H", "H", "H", "H", "H", "H", "H", "H", "H", "H", "H", "C", "C", "C", "C", "C", "C", "N", "O", "C", "C", "C", "H", "H", "H", "H", "H", "H", "H", "H", "H", "H", "H", "H", "H", "H", "H", "H", "H", "H", "H", "C", "C", "C", "C", "C", "C", "N", "O", "C", "C", "C", "H", "H", "H", "H", "H", "H", "H", "H", "H", "H", "H", "H", "H", "H", "H", "H", "H", "H", "H", "C", "C", "C", "C", "C", "C", "N", "O", "C", "C", "C", "H", "H", "H", "H", "H", "H", "H", "H", "H", "H", "H", "H", "H", "H", "H", "H", "H", "H", "H", "C", "C", "C", "C", "C", "C", "N", "O", "C", "C", "C", "H", "H", "H", "H", "H", "H", "H", "H", "H", "H", "H", "H", "H", "H", "H", "H", "H", "H", "H", "C", "C", "C", "O", "H", "H", "H", "H", "H", "H", "H", "H"], "coordinates": [[1.5211, 3.8553, -4.1077], [0.5460, 3.3177, -5.2322], [-0.7627, 2.9855, -4.4860], [-1.8819, 2.5793, -5.5043], [-2.1552, 3.7009, -6.4913], [-0.8292, 4.2608, -7.2626], [0.3037, 4.3727, -6.2873], [1.4434, 4.8961, -6.8515], [-0.5094, 3.3163, -8.4158], [-1.2152, 5.6793, -7.7607], [1.1770, 1.9952, -5.7510], [2.5282, 3.9690, -4.5089], [1.5853, 3.1909, -3.2459], [1.2003, 4.8079, -3.6861], [-0.5645, 2.3158, -3.6492], [-1.1174, 3.8306, -3.8960], [-2.7041, 2.1495, -4.9322], [-1.6355, 1.7302, -6.1418], [-2.4744, 4.4601, -5.7772], [-3.0126, 3.4061, -7.0964], [-0.6228, 2.2705, -8.1302], [-1.2205, 3.5059, -9.2198], [0.5350, 3.4055, -8.7147], [-0.6325, 6.0400, -8.6084], [-2.2711, 5.7525, -8.0210], [-1.0433, 6.3472, -6.9166], [2.0442, 2.2093, -6.3758], [0.5213, 1.2793, -6.2466], [1.5784, 1.4287, -4.9108], [1.7365, 4.2574, -7.5056], [10.0234, 1.9758, -3.2822], [8.7970, 1.0262, -3.6007], [8.0715, 0.8007, -2.2325], [6.6109, 0.4032, -2.3908], [5.8770, 1.3262, -3.3462], [6.5249, 1.4507, -4.7743], [7.9973, 1.7839, -4.6201], [8.6303, 1.9810, -5.8055], [6.3162, 0.1793, -5.6111], [5.8523, 2.6036, -5.5139], [9.1911, -0.3803, -4.1230], [9.6921, 2.9892, -3.0555], [10.7972, 2.0659, -4.0445], [10.5739, 1.5093, -2.4652], [8.5728, -0.0424, -1.7571], [8.0795, 1.7222, -1.6504], [6.1349, 0.4926, -1.4143], [6.6041, -0.5916, -2.8360], [5.7415, 2.3018, -2.8794], [4.8960, 0.8572, -3.4217], [6.7296, -0.6308, -5.0103], [5.2720, -0.0217, -5.8507], [6.8587, 0.1893, -6.5564], [4.7835, 2.3933, -5.5512], [6.1048, 3.5967, -5.1421], [6.1219, 2.5357, -6.5678], [10.0930, -0.6846, -3.5919], [9.4630, -0.4044, -5.1783], [8.3877, -1.1034, -3.9821], [9.1275, 2.7915, -5.6731], [-0.4575, 5.3336, 0.4506], [-0.3976, 6.5302, 1.4077], [0.5292, 7.5638, 0.7064], [-0.0763, 8.3600, -0.4387], [-1.3502, 9.0566, 0.0232], [-2.3642, 8.1450, 0.7274], [-1.6880, 7.1560, 1.6546], [-2.5798, 6.3882, 2.3528], [-3.2828, 9.0624, 1.5373], [-3.2580, 7.4288, -0.3640], [0.2633, 6.1648, 2.7504], [-0.8532, 5.5411, -0.5436], [-1.0701, 4.5205, 0.8402], [0.5397, 4.9716, 0.2002], [0.7425, 8.3533, 1.4270], [1.4451, 7.1444, 0.2899], [-0.3933, 7.6399, -1.1931], [0.5863, 9.0983, -0.8904], [-1.8292, 9.4413, -0.8772], [-1.1028, 9.9196, 0.6415], [-2.8530, 9.4929, 2.4417], [-3.6412, 9.9407, 1.0004], [-4.2047, 8.6127, 1.9062], [-4.0307, 6.7846, 0.0557], [-3.6816, 8.1518, -1.0612], [-2.6599, 6.7557, -0.9782], [0.6955, 7.0297, 3.2536], [1.0192, 5.3930, 2.6050], [-0.4598, 5.7431, 3.4485], [-2.7243, 6.9777, 3.0966], [2.6378, 0.9611, -1.2429], [1.4957, 0.6241, -0.2287], [0.3453, 1.5960, -0.5341], [-1.0149, 1.2992, -0.0221], [-1.4338, -0.1235, -0.4425], [-0.3340, -1.1912, -0.0866], [0.9828, -0.6959, -0.5002], [2.0318, -1.6436, -0.4955], [-0.4157, -1.4154, 1.4303], [-0.7068, -2.5078, -0.7659], [2.0200, 0.7951, 1.1982], [2.9806, 1.9845, -1.0904], [2.4148, 0.6915, -2.2752], [3.4999, 0.3490, -0.9776], [0.6964, 2.5415, -0.1207], [0.1272, 1.6284, -1.6015], [-1.7563, 2.0495, -0.2968], [-0.9221, 1.3447, 1.0630], [-1.6858, -0.2600, -1.4942], [-2.3690, -0.4245, 0.0296], [-0.3429, -0.5302, 2.0621], [-1.3169, -1.9431, 1.7426], [0.3973, -1.9962, 1.8661], [0.0403, -3.2966, -0.6777], [-1.7157, -2.8071, -0.4821], [-0.8950, -2.4352, -1.8371], [1.2613, 0.9408, 1.9671], [2.6227, 1.7033, 1.1902], [2.7359, -0.0201, 1.3026], [2.0682, -1.9869, -1.3913], [-1.1733, -5.1371, 2.4294], [-2.2152, -6.1270, 1.7952], [-1.3525, -7.3626, 1.3933], [-2.1529, -8.6108, 1.2253], [-2.9079, -8.8504, 2.5648], [-3.9767, -7.7112, 2.8424], [-3.2979, -6.4290, 2.8239], [-4.1093, -5.3333, 3.2214], [-5.0953, -7.7395, 1.7729], [-4.6418, -8.1512, 4.1698], [-2.7658, -5.4699, 0.5503], [-1.7090, -4.2104, 2.6350], [-0.3710, -4.7460, 1.8037], [-0.7343, -5.3969, 3.3927], [-0.8233, -7.1982, 0.4547], [-0.4946, -7.5172, 2.0478], [-1.4727, -9.3872, 0.8750], [-2.8633, -8.5346, 0.4021], [-2.1322, -8.8818, 3.3300], [-3.4234, -9.8089, 2.6234], [-4.7521, -7.5089, 0.7644], [-5.5735, -8.7180, 1.7278], [-5.8992, -7.0461, 2.0199], [-3.8728, -8.2366, 4.9375], [-5.3799, -7.5036, 4.6432], [-5.1967, -9.0705, 3.9823], [-3.2725, -4.5196, 0.7182], [-3.4485, -6.0774, -0.0439], [-1.9966, -5.2076, -0.1760], [-4.7035, -5.2208, 2.4759], [-5.3055, 3.4099, 4.3288], [-3.8609, 2.8041, 4.4279], [-3.0111, 3.9701, 4.9313], [-1.5896, 3.5693, 5.4007], [-1.6901, 2.5635, 6.4908], [-2.5060, 1.3807, 5.9686], [-3.8278, 1.7118, 5.3675], [-4.6509, 0.6492, 5.0166], [-1.6080, 0.4723, 5.0866], [-2.7463, 0.5110, 7.2063], [-3.4163, 2.3509, 3.0058], [-5.2789, 4.2886, 3.6843], [-5.7945, 3.5689, 5.2900], [-5.9287, 2.6950, 3.7916], [-2.8663, 4.6177, 4.0666], [-3.4621, 4.4687, 5.7893], [-1.0369, 4.4084, 5.8232], [-0.9137, 3.1485, 4.6562], [-2.1694, 3.0585, 7.3354], [-0.6795, 2.2765, 6.7815], [-1.2875, 1.0096, 4.1940], [-0.7020, 0.2088, 5.6323], [-2.1276, -0.4488, 4.8225], [-1.8274, 0.1754, 7.6870], [-3.3175, 1.1222, 7.9050], [-3.4229, -0.3283, 7.0454], [-2.4175, 1.9437, 2.8486], [-3.3961, 3.1809, 2.2995], [-4.0931, 1.5604, 2.6816], [-5.2488, 0.5672, 5.7632], [2.4957, -5.5472, 1.4015], [3.8144, -5.0252, 2.0330], [4.9023, -5.9695, 1.3784], [6.3594, -5.5030, 1.4055], [6.3969, -4.0919, 0.8014], [5.5362, -3.0078, 1.4382], [4.1475, -3.5992, 1.6583], [3.1266, -2.6156, 1.9225], [6.1455, -2.5313, 2.7748], [5.5351, -1.8610, 0.3992], [3.8242, -5.2393, 3.5620], [1.7423, -4.9817, 1.9501], [2.2822, -6.5869, 1.6494], [2.3716, -5.3898, 0.3301], [4.9551, -6.9802, 1.7830], [4.7014, -5.9740, 0.3071], [6.9453, -6.2201, 0.8305], [6.7396, -5.6216, 2.4201], [6.0412, -4.2310, -0.2195], [7.4601, -3.8612, 0.7340], [5.5026, -1.7275, 3.1337], [6.2687, -3.2716, 3.5653], [7.0768, -1.9669, 2.7284], [6.5382, -1.4818, 0.2044], [4.9218, -2.1256, -0.4622], [4.9371, -1.0124, 0.7314], [2.9399, -4.6698, 3.8479], [4.7191, -4.8461, 4.0445], [3.8538, -6.2939, 3.8360], [2.7514, -2.3370, 1.0839], [-6.9141, -3.0383, 4.0545], [-7.5130, -2.7207, 2.6667], [-8.0685, -1.2436, 2.8089], [-7.0397, -0.1055, 2.6390], [-6.2844, -0.2771, 1.3924], [-5.5990, -1.6524, 1.2287], [-6.5165, -2.7876, 1.5995], [-5.9143, -4.0365, 1.4478], [-5.2917, -1.8441, -0.2421], [-4.3272, -1.5925, 2.0463], [-8.6017, -3.7062, 2.4434], [-6.4690, -4.0328, 4.0245], [-7.6149, -3.1193, 4.8853], [-6.1311, -2.3482, 4.3688], [-8.8948, -1.0362, 2.1289], [-8.4140, -1.2490, 3.8427], [-6.3659, -0.0832, 3.4955], [-7.5426, 0.8615, 2.6292], [-5.4842, 0.4604, 1.3308], [-6.9516, -0.0798, 0.5534], [-6.1704, -2.1193, -0.8255], [-4.8403, -0.9382, -0.6466], [-4.5421, -2.6253, -0.3684], [-3.7392, -0.7143, 1.7798], [-4.4622, -1.4378, 3.1168], [-3.7680, -2.5282, 2.0478], [-8.2567, -4.7400, 2.4233], [-9.1181, -3.4690, 1.5132], [-9.4445, -3.6628, 3.1334], [-6.4992, -4.2932, 0.7312], [4.4746, -2.8258, -3.7694], [3.1969, -1.9539, -3.5547], [2.5093, -1.5039, -4.8940], [2.3012, -2.7841, -2.8332], [4.8206, -3.0115, -2.7526], [5.1752, -2.1624, -4.2765], [4.2988, -3.6977, -4.3993], [3.5255, -1.0729, -3.0035], [2.3239, -2.4618, -5.3800], [3.1880, -0.8272, -5.4131], [1.5579, -1.0250, -4.6627], [2.0599, -3.5111, -3.4118]], "forces_ev_per_a": [[-0.2, 0.2, -1.0], [0.5, 0.0, 0.9], [-0.6, 0.3, -1.3], [1.4, -1.2, 0.3], [1.0, 0.8, 1.7], [-1.4, -0.7, 0.9], [-2.1, -0.5, 1.8], [0.4, 0.1, -0.1], [-0.2, -0.3, 0.3], [0.4, -0.2, 0.5], [0.3, 0.1, 0.2], [0.0, 0.1, 0.0], [-0.2, -0.4, -0.2], [-0.1, 0.2, -0.4], [0.1, -0.8, -0.6], [-0.1, 0.7, -0.5], [-0.6, 0.7, -0.2], [0.8, -0.5, 0.3], [-0.3, 0.9, -0.6], [0.4, 0.4, -0.6], [-0.1, 0.0, 0.2], [0.4, 0.0, -0.3], [-0.1, 0.3, -0.6], [0.2, -0.2, 0.0], [0.0, -0.3, -0.1], [0.0, 0.1, -0.1], [0.0, 0.0, -0.3], [-0.2, 0.4, -0.3], [0.0, 0.1, 0.3], [0.5, -0.3, -0.4], [0.0, -1.3, -0.2], [0.6, 0.5, -0.8], [-0.6, 0.5, -1.2], [0.8, 0.5, -0.7], [0.5, -0.4, -0.5], [0.6, 0.6, 0.1], [-2.8, -0.1, 3.7], [0.8, -0.5, -1.4], [0.4, -0.3, 0.6], [0.0, -0.5, -0.7], [0.7, 0.6, 0.0], [-0.2, -0.2, 0.3], [-0.3, -0.2, -0.5], [-0.1, 0.3, 0.4], [0.4, 0.4, 0.4], [0.4, -0.1, 0.2], [-0.2, -0.7, 0.0], [-0.4, -0.3, 0.5], [0.1, 0.2, -0.2], [-0.4, 0.4, -0.5], [-0.3, -0.4, -0.3], [-0.1, 0.1, 0.2], [0.1, 0.3, 0.1], [-0.2, 0.4, 0.5], [-0.2, -0.1, 0.2], [0.4, 0.3, -0.1], [-0.1, -0.4, 0.2], [-0.1, 0.3, -0.1], [0.2, 0.0, 0.2], [0.0, 0.2, -0.2], [-0.2, -0.7, -0.2], [0.6, 0.3, -1.2], [-0.2, 1.4, 0.0], [-1.5, -0.9, 0.1], [0.4, -0.2, -0.3], [-0.6, -1.0, -0.3], [1.1, 2.9, -1.4], [-0.8, -0.6, 0.4], [-0.8, 0.3, 0.9], [0.9, -0.2, 0.3], [-0.4, -0.4, 0.0], [-0.3, 0.5, 0.1], [0.1, -0.2, 0.2], [0.2, -0.2, 0.5], [0.6, -0.2, 0.4], [0.1, -0.4, 0.7], [0.2, 0.1, -0.5], [0.3, -0.2, 0.1], [-0.2, 0.2, 0.1], [0.0, 0.0, 0.3], [0.7, -0.2, 0.0], [0.2, -0.1, -0.6], [0.0, -0.6, -0.2], [-0.1, 0.3, 0.3], [-0.2, 0.1, 0.2], [0.3, 0.0, 0.0], [0.1, 0.1, -0.2], [0.2, 0.1, 0.0], [-0.2, -0.1, -0.1], [-0.4, -0.4, 0.6], [0.2, -0.8, 1.2], [-1.1, 0.4, -0.7], [0.4, 0.6, -0.7], [-0.4, -1.4, 1.3], [0.4, -0.4, 0.1], [-0.5, 0.5, 1.1], [-0.2, -0.3, -1.9], [-0.4, 0.1, 1.4], [0.3, -0.3, 1.2], [-0.3, 0.1, -1.0], [0.8, 0.6, -0.9], [-0.3, 0.2, -0.4], [-0.4, 0.4, 0.0], [0.2, -0.1, 0.1], [-0.2, 0.4, -0.5], [1.0, 0.4, -0.5], [0.1, 0.0, -0.2], [-0.6, -0.2, 0.3], [0.4, 0.6, -0.4], [0.1, 0.0, 0.4], [-0.3, 0.4, -0.4], [-0.2, 0.1, -0.2], [0.3, -0.4, -0.5], [-0.2, 0.0, 0.5], [0.2, -0.3, 0.9], [0.6, 0.6, -0.4], [0.1, -0.6, 0.0], [0.1, 0.2, 0.2], [-0.3, -0.1, 0.9], [-0.2, -0.4, -0.4], [-1.2, 1.3, 0.3], [1.2, 0.5, 0.9], [-0.3, 0.3, -0.3], [-0.8, -0.6, 0.5], [0.0, 0.5, -1.0], [-0.3, -0.9, -0.8], [2.0, -0.5, 0.9], [0.8, -0.9, -0.6], [-0.1, -0.4, -0.2], [0.3, 0.9, 0.4], [-0.4, 0.5, -1.2], [-0.3, 0.1, 0.2], [0.0, -0.7, -0.6], [-0.2, -0.7, -0.1], [-0.3, 0.7, -0.3], [-0.4, -0.1, 0.7], [-0.1, -0.5, 0.6], [-0.2, 0.3, 0.0], [-0.2, 0.3, 0.4], [-0.1, 0.0, -0.2], [0.1, 0.0, 0.1], [0.0, -0.2, 0.0], [0.1, 0.2, 0.1], [0.1, -0.5, 0.0], [0.0, 0.6, -0.6], [0.4, -0.3, 0.1], [-0.2, 0.0, 0.5], [-0.2, -0.3, 0.3], [0.5, -0.1, 0.2], [-0.6, 0.6, -0.2], [0.4, -1.3, -0.8], [-0.5, 0.5, -0.7], [2.0, -0.6, -0.2], [0.2, 0.6, -0.1], [-0.8, 0.3, -0.6], [0.4, -3.0, 0.7], [1.1, 2.1, 2.0], [0.4, -0.6, -0.4], [0.0, 0.7, -0.4], [-1.4, 0.4, 0.6], [-0.1, 0.2, -0.2], [0.0, 0.2, 0.3], [0.4, 0.3, 0.1], [-0.2, -0.1, 0.0], [-0.4, 0.4, 0.2], [-0.3, 0.1, -0.2], [-0.2, 0.5, -0.3], [-0.3, 0.2, -0.6], [-0.2, -0.3, 0.3], [-0.2, -0.5, 0.2], [0.0, -0.3, -0.2], [0.0, -0.1, 0.1], [-0.1, 0.1, -0.2], [0.0, 0.0, -0.2], [0.2, 0.2, 0.4], [0.4, -0.3, -0.4], [0.1, -0.1, 0.8], [-0.6, 0.2, -0.1], [-0.1, 0.2, -0.2], [-0.2, 0.0, 0.1], [-0.4, 1.3, 1.4], [2.3, -1.0, -0.9], [0.8, 1.0, -0.4], [-1.1, 0.4, 0.7], [0.7, -1.5, -0.1], [-0.1, -0.9, 0.8], [-0.1, 0.1, -1.6], [1.1, -1.0, 1.4], [-0.4, 1.2, 0.1], [-1.5, 0.3, 0.9], [-0.1, 0.5, -0.8], [-0.5, 0.1, -0.4], [0.4, -0.1, 0.0], [0.3, 0.1, 0.1], [-1.0, -0.1, 0.1], [-0.5, -0.5, -0.1], [0.1, 0.2, -0.3], [0.2, 0.6, 0.2], [0.0, 0.1, -0.2], [0.0, 0.9, 0.0], [-0.5, -0.3, 0.4], [-0.2, -0.2, -0.3], [0.5, -0.4, -0.7], [0.0, -0.4, -0.3], [0.7, -0.5, -0.5], [0.2, 0.2, 0.6], [0.0, -0.4, 1.0], [-0.1, 0.4, -0.2], [-0.8, -0.1, -0.1], [-0.1, -0.2, -0.9], [0.8, -0.8, 0.2], [1.1, 1.7, 1.9], [0.4, -0.4, -0.1], [-0.6, -0.7, 1.4], [0.3, -0.4, -1.2], [-0.9, -0.3, 0.5], [-0.8, 2.8, -0.1], [-0.3, -0.3, -0.3], [0.8, -0.2, -0.3], [0.5, -0.3, 1.0], [-1.5, -0.4, -1.1], [0.3, -0.1, -0.1], [-0.5, 0.3, -0.3], [0.0, 0.1, -0.2], [-0.2, -0.3, -0.1], [-0.5, 0.3, -0.2], [0.1, 0.0, 0.1], [-0.2, 0.0, 0.1], [0.0, 0.1, -0.2], [-0.1, -0.2, -0.3], [-0.1, 0.2, 0.1], [-0.1, 0.1, -0.1], [0.0, -0.2, -0.1], [0.4, -0.3, -0.5], [-0.7, 0.1, 0.1], [0.3, 0.0, -0.6], [0.1, 0.0, 0.0], [0.2, -0.2, -0.5], [0.4, 0.2, 0.6], [0.5, -1.1, -0.3], [-0.7, 2.0, -0.1], [0.7, -0.9, -2.0], [0.8, -0.7, 1.9], [-0.4, 0.6, 0.4], [0.3, -0.6, -0.3], [0.4, -0.3, 0.0], [-0.1, -0.1, 0.3], [-0.5, -0.2, 0.6], [0.0, 0.3, -0.8], [-0.2, -0.2, -0.4], [0.1, 0.1, -0.1], [-0.1, -0.1, 0.1]], "mulliken_charge": [-1.85, 1.95, -0.79, -0.95, -1.21, 1.46, 0.16, -0.44, -1.51, -1.87, -0.75, 0.34, 0.28, 0.43, -0.37, 0.54, 0.44, 0.30, 0.39, 0.52, 0.32, 0.45, 0.30, 0.38, 0.36, 0.46, 0.40, 0.27, -0.44, 0.36, -1.97, 1.60, -1.67, 0.25, -0.39, 1.44, 0.33, -0.51, -1.17, -1.89, -1.86, 0.44, 0.47, 0.44, 0.54, 0.44, 0.21, -0.16, 0.54, -0.37, 0.12, 0.24, 0.41, 0.21, 0.45, 0.43, 0.49, 0.32, 0.32, 0.37, -1.90, 2.01, -1.42, -0.61, -1.19, 1.64, 0.05, -0.28, -2.17, -1.57, -1.60, 0.21, 0.41, 0.49, 0.36, 0.48, 0.25, 0.39, 0.43, 0.38, 0.47, 0.40, 0.41, 0.28, 0.45, 0.32, 0.40, 0.36, 0.11, 0.33, -1.19, 1.92, 0.16, 0.24, -0.83, 2.23, -0.16, 1.80, 0.23, -1.48, -1.25, 0.61, -0.37, -0.20, 0.33, -0.94, 1.07, -0.99, 0.64, -0.70, -0.61, -0.33, -0.02, 0.19, -0.13, 0.48, -0.05, 0.59, -0.05, -0.56, -1.86, 2.41, -1.23, -0.87, -1.33, 1.52, 0.03, -0.32, -1.60, -1.95, -1.27, 0.20, -0.04, 0.64, 0.39, 0.38, 0.45, 0.34, 0.40, 0.51, 0.36, 0.46, 0.28, 0.42, 0.31, 0.42, -0.11, 0.37, 0.30, 0.34, -1.69, 2.08, -0.80, -0.36, -1.56, 1.95, -0.21, -0.04, -1.72, -2.12, -0.76, 0.33, 0.48, 0.14, -0.22, 0.55, 0.62, 0.07, 0.29, 0.47, -0.04, 0.54, 0.36, 0.38, 0.55, 0.33, -0.09, 0.50, -0.43, 0.31, -1.76, 1.41, -1.27, -0.99, -1.06, 2.12, 0.68, -0.51, -1.94, -2.22, -1.71, 0.13, 0.51, 0.45, 0.45, 0.36, 0.46, 0.40, 0.13, 0.42, 0.42, 0.28, 0.42, 0.65, -0.06, 0.47, 0.36, 0.35, 0.38, 0.11, -1.55, 1.89, -1.74, 0.86, -1.61, 2.19, -0.14, -0.10, -1.94, 0.50, -2.00, 0.13, 0.55, 0.22, 0.31, 0.57, -0.69, 0.55, 0.34, 0.39, 0.54, 0.37, 0.18, -0.17, -0.07, -0.96, 0.36, 0.47, 0.35, 0.31, -1.03, 2.74, -1.27, -0.64, 0.17, 0.02, 0.46, -1.64, 0.45, 0.02, 0.40, 0.40], "relative_energy_kcal_mol": 81.9, "energy_ev": -110705.5165, "gap_ev": 7.946, "e_homo_ev": -7.550}